Below is 2 unconnected molecules or ions with the total composition C3H8NO2S, with properties calculated with ωB97M-V/def2-TZVPD.

The energy above the lowest of the compared OMol25 structures with the same formula, charge and spin comes out at 2.412 eV. Its largest force on an atom is 0.0526 Eh/bohr. Its gap between HOMO and LUMO is 6.7 eV. The calculation puts the HOMO energy at -2.885 eV.

```
! RIJCOSX wB97M-V def2-TZVPD def2/J DEFGRID3
* xyz -1 1
O 0.79 0.79 -2.06
C 1.22 0.98 -0.95
C 1.27 0.01 0.21
C 0.49 0.48 1.44
S -1.29 0.10 1.58
N 0.98 -1.41 -0.21
H 1.87 1.91 -0.85
H 2.36 -0.06 0.51
H 1.10 0.23 2.30
H 0.46 1.60 1.23
H 0.32 -1.30 -1.00
H 0.59 -2.03 0.48
H -2.03 -0.95 -0.66
H -1.50 0.13 -1.72
O -1.68 -0.79 -1.53
*
```

Results of the natural (NBO) charge analysis, in e, for atoms 1 through 4: atom 1 (O): -0.56, atom 2 (C): 0.46, atom 3 (C): -0.17, atom 4 (C): -0.53



Below is 2 unconnected molecules or ions with the total composition C3H8NO2S, with properties calculated with ωB97M-V/def2-TZVPD.

The energy above the lowest of the compared OMol25 structures with the same formula, charge and spin comes out at 2.867 eV. Its largest force on an atom is 0.1419 Eh/bohr. Its gap between HOMO and LUMO is 6.7 eV. The calculation puts the HOMO energy at -2.994 eV.

```
! RIJCOSX wB97M-V def2-TZVPD def2/J DEFGRID3
* xyz -1 1
O -0.62 0.28 -2.94
C -0.34 -0.39 -2.00
N 0.39 0.21 -1.00
C 0.92 -0.51 0.20
C 1.00 0.34 1.41
S 1.22 2.14 1.04
H -0.60 -1.50 -1.86
H 0.70 1.16 -0.96
H 1.90 -0.80 -0.35
H 0.29 -1.44 0.29
H 2.05 -0.19 1.72
H 0.10 0.12 2.02
H -2.60 0.18 1.55
H -2.02 0.56 0.12
O -2.39 -0.17 0.77
*
```

Results of the natural (NBO) charge analysis, in e, for atoms 1 through 4: atom 1 (O): -0.65, atom 2 (C): 0.52, atom 3 (N): -0.66, atom 4 (C): -0.23



Below is a gas-phase ion, C3H8NO3S (charge -1), with properties calculated with ωB97M-V/def2-TZVPD.

The energy above the lowest of the compared OMol25 structures with the same formula, charge and spin comes out at 3.713 eV. Its largest force on an atom is 0.0778 Eh/bohr. Its gap between HOMO and LUMO is 8.2 eV. The calculation puts the HOMO energy at -4.139 eV.

```
! RIJCOSX wB97M-V def2-TZVPD def2/J DEFGRID3
* xyz -1 1
C 1.04 1.47 1.13
C 1.30 0.06 0.84
C 0.43 -0.40 -0.40
N -0.97 -0.33 -0.04
O -1.35 0.74 -2.36
O -2.33 -1.51 -1.94
O -1.43 -1.66 0.46
S -2.16 -0.09 -1.46
H 0.54 1.50 2.11
H 2.10 2.03 1.10
H 0.43 1.81 0.35
H 0.87 -0.49 1.70
H 2.33 -0.21 0.67
H 0.49 0.41 -1.20
H 0.76 -1.40 -0.65
H -2.04 -1.93 -0.31
*
```

Results of the natural (NBO) charge analysis, in e, for atoms 1 through 4: atom 1 (C): -0.60, atom 2 (C): -0.41, atom 3 (C): -0.27, atom 4 (N): -0.40



Below is a molecular structure, C3H8NOP, with properties calculated with ωB97M-V/def2-TZVPD.

The energy above the lowest of the compared OMol25 structures with the same formula, charge and spin comes out at 1.637 eV. Its largest force on an atom is 0.0898 Eh/bohr. Its gap between HOMO and LUMO is 10.1 eV. The calculation puts the HOMO energy at -9.539 eV.

```
! RIJCOSX wB97M-V def2-TZVPD def2/J DEFGRID3
* xyz 0 1
C 2.03 0.37 0.08
C 3.35 0.22 -0.39
C -2.98 -0.30 -0.24
N 0.98 0.31 0.50
O -1.23 -0.90 1.78
P -1.31 -0.20 0.51
H 3.85 1.03 0.20
H 3.56 -0.73 -0.14
H 3.27 0.56 -1.38
H -3.12 -1.34 -0.30
H -3.20 0.13 -1.17
H -3.61 0.24 0.45
H -1.00 1.14 0.65
H -0.57 -0.55 -0.55
*
```

Results of the natural (NBO) charge analysis, in e, for atoms 1 through 4: atom 1 (C): 0.36, atom 2 (C): -0.71, atom 3 (C): -1.00, atom 4 (N): -0.40